{
  "formula": "C19H18As3CuF18N3O7",
  "method": "wB97M-V/def2-TZVPD",
  "e_lumo_ev": 5.01,
  "e_homo_ev": 2.18,
  "total_charge": -3,
  "energy_ev": -314863.7909,
  "elements": ["O", "N", "H", "F", "O", "H", "C", "F", "F", "C", "C", "H", "As", "N", "F", "C", "C", "As", "F", "F", "H", "C", "F", "F", "F", "F", "O", "F", "C", "C", "N", "F", "H", "C", "O", "H", "C", "C", "O", "C", "F", "H", "F", "C", "C", "H", "H", "H", "H", "H", "F", "H", "C", "C", "O", "O", "As", "H", "F", "C", "Cu", "C", "C", "F", "H", "H", "F", "H", "H"],
  "xyz": [[-1.700, -0.762, -1.009], [1.056, -1.951, 2.744], [-3.067, 0.191, -2.851], [5.321, -1.139, -1.981], [-2.731, -1.371, 0.710], [0.514, 7.152, 2.426], [2.674, -3.885, -0.655], [3.664, -2.087, -3.884], [6.440, 1.112, -1.782], [0.583, -3.615, 6.078], [-0.212, 3.431, 1.548], [2.814, -4.353, 0.325], [4.819, 0.509, -1.345], [-2.777, -0.894, -0.394], [1.524, -3.366, -4.605], [-0.848, -4.648, 4.438], [1.046, -2.777, 5.080], [0.165, 2.515, -2.789], [5.376, -0.008, 0.257], [2.670, -2.037, -6.232], [1.894, -2.148, 5.310], [1.102, 3.869, 1.801], [2.443, 0.119, -4.550], [4.419, 2.127, -0.618], [-0.460, 1.670, -4.178], [-1.479, 2.639, -2.046], [-1.623, 1.766, 0.556], [0.408, 0.964, -1.993], [0.522, -2.801, 3.785], [-4.015, 0.065, -2.347], [-0.507, 2.043, 1.036], [1.491, -1.596, -2.848], [-0.748, -3.825, 2.392], [-1.283, 4.348, 1.809], [0.416, 1.257, 0.953], [2.380, -2.878, -0.328], [-0.983, 5.662, 2.098], [-5.355, -0.596, -0.478], [3.751, -3.678, -1.533], [1.377, 5.185, 2.182], [0.914, 3.332, -1.437], [-2.258, 3.929, 1.608], [-0.194, 4.116, -3.486], [0.333, 6.101, 2.251], [-4.109, -0.497, -1.103], [0.730, -3.491, 7.141], [-5.179, 0.897, -3.983], [2.379, 5.537, 2.374], [-7.356, -0.206, -0.609], [-5.430, -0.976, 0.530], [4.302, 0.949, -3.017], [1.952, -4.472, -1.228], [-0.375, -4.547, 5.730], [-6.344, 0.653, -2.324], [1.970, -1.174, 3.060], [0.516, -1.782, 1.650], [2.058, -1.705, -4.607], [-1.548, -5.447, 4.240], [3.196, -0.208, -1.015], [-6.414, -0.020, -1.106], [0.812, -0.860, -0.662], [-5.122, 0.557, -2.959], [-0.470, -3.711, 3.430], [1.805, 2.476, -3.557], [-1.671, 6.494, 2.042], [1.994, 3.325, 1.524], [0.378, -1.212, -5.186], [-0.718, -5.309, 6.415], [-7.233, 1.042, -2.798]],
  "forces_ev_per_a": [[-2.59, 0.44, -0.42], [0.97, 3.12, -0.22], [0.30, -0.30, 0.15], [-0.37, 2.43, 1.01], [-2.11, -0.05, 0.96], [0.10, 0.06, 0.04], [2.54, 0.30, -2.85], [-2.11, 0.48, -1.67], [-0.63, -0.01, 0.64], [-1.16, 0.23, -0.37], [-0.23, 1.48, 1.17], [0.61, -0.64, 0.57], [0.02, -2.11, -2.16], [2.77, -0.21, -1.56], [-0.04, 0.22, 0.09], [-0.07, 1.08, -1.22], [0.87, 0.55, 0.39], [1.58, 0.26, -1.24], [-0.25, 0.56, -0.65], [-0.35, 0.84, 0.42], [-0.19, 0.41, -0.25], [0.21, -0.26, -0.86], [-0.69, -3.28, -0.79], [0.11, -1.55, -0.81], [-0.29, 0.55, 0.56], [1.09, -0.31, -0.42], [1.01, 1.36, 1.68], [-0.20, 0.53, 0.01], [-0.31, -1.04, -0.62], [1.85, -0.14, -0.30], [-0.55, -0.79, -1.97], [-0.24, 0.07, -1.34], [-0.27, 0.23, 0.03], [1.11, -1.89, -1.08], [0.14, 0.73, 0.81], [-1.22, 0.96, 0.10], [0.50, 0.80, -0.40], [2.21, 0.00, 0.51], [-1.12, -1.11, 2.30], [-1.13, 0.36, 0.02], [-0.59, -0.18, 0.24], [-0.28, 0.42, 0.06], [0.21, -0.76, 0.03], [0.05, -0.91, 0.29], [0.93, 0.03, 1.15], [0.96, 0.12, -0.07], [0.99, 0.21, -0.11], [0.19, -0.32, -0.24], [-0.34, 0.50, -0.01], [-0.04, -0.31, -0.09], [0.55, 0.00, 2.45], [-1.10, 0.19, 0.38], [-0.28, -0.83, -0.31], [0.37, -1.65, 0.79], [0.22, -0.92, 0.79], [-0.98, -1.66, 0.08], [0.81, 2.02, 2.57], [-0.08, 0.04, -0.36], [0.93, 1.11, 0.17], [-1.84, 0.13, 0.23], [0.70, -0.02, -0.47], [-2.15, 1.22, -1.26], [0.37, -1.44, 1.33], [-2.26, 0.33, 0.99], [-0.78, -0.46, 0.28], [-0.31, -0.83, 0.11], [1.87, -0.70, 0.38], [-0.04, 0.16, 0.38], [0.07, 0.12, -0.04]]
}